No. 1
Density functional theory data (wB97M-V/def2-TZVPD) for one molecule with the formula C4H7N3 in a non-equilibrium geometry.

XYZ file:
```
14
C4H7N3, DFT wB97M-V/def2-TZVPD
C -2.15 0.75 0.33
C -1.04 0.28 -0.55
C 0.23 0.23 -0.14
C 1.24 -0.75 -0.67
N 2.34 -0.51 0.22
N 1.92 0.18 1.29
N 0.73 0.58 1.16
H -3.08 0.19 0.16
H -1.87 0.62 1.38
H -2.35 1.80 0.15
H -1.27 -0.11 -1.55
H 0.50 -1.47 -0.28
H 1.52 -0.90 -1.71
H 3.28 -0.88 0.23
```

For the total energy, the calculation gives -8728.766 eV. Its HOMO energy is -8.001 eV. The structure (SMILES) is C/C=C1/CNN=N1. The calculation puts the energy relative to the best compared isomer or geometry (same formula, charge and spin) at 281.1 kJ/mol.

What are the Löwdin partial charges on each atom? They are as follows, in elementary charge units:
1 C -0.109
2 C -0.143
3 C -0.310
4 C -0.133
5 N -0.044
6 N -0.015
7 N 0.044
8 H 0.070
9 H 0.067
10 H 0.072
11 H 0.110
12 H 0.130
13 H 0.127
14 H 0.133



No. 2
Density functional theory data (wB97M-V/def2-TZVPD) for C22H63ClINNbO18P2 as an isolated structure in a non-equilibrium geometry.

XYZ file:
```
109
C22H63ClINNbO18P2, DFT wB97M-V/def2-TZVPD
C -8.43 4.72 3.81
C -7.75 3.94 2.70
O -7.64 4.33 1.58
O -7.28 2.73 3.12
C -5.93 2.74 3.65
C -4.82 2.64 2.61
C -3.67 1.79 3.17
C -2.27 2.13 2.62
Nb -1.53 1.66 0.54
I -3.08 3.77 -0.48
C -0.24 0.02 1.42
C -0.23 -1.31 0.82
O -0.91 -2.26 1.13
O 0.77 -1.46 -0.11
C 0.81 -2.44 -1.08
C 2.16 -3.07 -1.13
O -0.15 -2.73 -1.73
C -0.98 1.11 -1.62
C 0.12 1.60 -2.58
C 0.26 3.12 -2.73
Cl 1.74 0.84 -2.18
P -3.38 -0.05 0.00
N -2.80 -1.20 -1.08
O -4.71 0.60 -0.73
P 0.47 3.36 0.83
O 0.59 3.36 2.32
O 0.29 4.88 0.24
O 1.91 2.95 0.15
H -7.71 5.42 4.25
H -9.25 5.31 3.38
H -8.80 4.06 4.59
H -5.91 1.91 4.35
H -5.80 3.67 4.23
H -5.23 2.25 1.67
H -4.42 3.64 2.39
H -3.64 1.97 4.26
H -3.89 0.72 3.06
H -2.14 3.22 2.75
H -1.53 1.67 3.29
H 0.76 0.47 1.42
H -0.63 -0.08 2.44
H 2.86 -2.50 -0.51
H 2.56 -3.12 -2.15
H 2.05 -4.08 -0.73
H -1.90 1.34 -2.19
H -0.92 0.02 -1.64
H -0.07 1.17 -3.57
H 0.04 3.41 -3.76
H -0.44 3.64 -2.07
H 1.28 3.46 -2.50
H -2.92 -1.05 -2.07
H -2.96 -2.17 -0.82
H -4.91 0.18 -1.58
H 1.10 5.30 -0.08
H 2.47 3.68 -0.12
C 3.92 -1.28 -4.65
O 3.93 0.14 -4.58
H 4.34 -1.57 -5.62
H 4.54 -1.73 -3.87
H 2.91 -1.67 -4.58
H 3.56 0.35 -3.72
C -1.08 2.19 6.67
O -1.41 3.04 5.58
H -1.94 2.15 7.33
H -0.85 1.17 6.34
H -0.23 2.59 7.23
H -0.67 3.04 4.96
C 4.97 -4.86 -5.03
O 3.64 -4.36 -5.14
H 5.50 -4.16 -4.40
H 4.98 -5.85 -4.57
H 5.47 -4.90 -6.01
H 3.13 -4.97 -5.69
C -4.43 3.26 7.81
O -4.75 4.06 6.69
H -5.31 3.23 8.45
H -4.19 2.23 7.51
H -3.59 3.66 8.38
H -3.98 4.09 6.11
C 2.17 3.46 9.38
O 0.77 3.62 9.27
H 2.34 2.80 10.23
H 2.60 3.00 8.49
H 2.69 4.41 9.57
H 0.59 4.21 8.53
C 3.33 -2.35 -8.20
O 3.44 -2.99 -9.47
H 3.78 -3.01 -7.46
H 3.86 -1.39 -8.18
H 2.28 -2.18 -7.92
H 3.01 -2.43 -10.12
C 3.33 -7.98 -2.41
O 4.49 -7.26 -2.80
H 3.06 -8.62 -3.25
H 3.50 -8.61 -1.54
H 2.49 -7.31 -2.21
H 4.74 -6.68 -2.08
C 1.20 -4.16 2.68
O 0.66 -4.11 1.38
H 2.08 -4.80 2.64
H 1.51 -3.17 3.04
H 0.50 -4.58 3.40
H -0.11 -3.52 1.36
C 6.99 -2.93 -10.47
O 5.77 -2.88 -11.18
H 7.80 -2.93 -11.21
H 7.13 -2.06 -9.82
H 7.09 -3.84 -9.87
H 5.05 -2.89 -10.53
```

For the total energy, the calculation gives -102931.080 eV. Its net charge is -1. Its HOMO energy is -4.649 eV. The calculation puts the energy relative to the best compared isomer or geometry (same formula, charge and spin) at 0.0 kJ/mol.

Here are the Löwdin charges for atoms 1 to 99, given in e:
1 C 0.010
2 C -0.540
3 O 0.136
4 O -0.048
5 C -0.167
6 C -0.223
7 C -0.320
8 C -0.419
9 Nb 1.142
10 I 0.236
11 C -0.196
12 C -0.543
13 O 0.050
14 O 0.028
15 C -0.516
16 C 0.023
17 O 0.137
18 C -0.456
19 C -0.745
20 C -0.151
21 Cl 0.638
22 P 0.703
23 N -0.229
24 O -0.408
25 P 0.353
26 O -0.399
27 O -0.268
28 O -0.265
29 H 0.089
30 H 0.081
31 H 0.082
32 H 0.124
33 H 0.113
34 H 0.093
35 H 0.074
36 H 0.083
37 H 0.086
38 H 0.032
39 H 0.017
40 H 0.067
41 H 0.062
42 H 0.091
43 H 0.077
44 H 0.083
45 H 0.013
46 H -0.008
47 H 0.076
48 H 0.072
49 H -0.001
50 H 0.047
51 H 0.050
52 H 0.039
53 H 0.039
54 H 0.053
55 H 0.053
56 C -0.182
57 O -0.147
58 H 0.055
59 H 0.074
60 H 0.076
61 H -0.022
62 C -0.139
63 O -0.129
64 H 0.054
65 H 0.084
66 H 0.055
67 H 0.069
68 C -0.148
69 O -0.138
70 H 0.076
71 H 0.052
72 H 0.075
73 H 0.078
74 C -0.171
75 O -0.126
76 H 0.076
77 H 0.071
78 H 0.076
79 H 0.067
80 C -0.166
81 O -0.134
82 H 0.076
83 H 0.077
84 H 0.073
85 H 0.070
86 C -0.129
87 O -0.136
88 H 0.058
89 H 0.085
90 H 0.088
91 H 0.088
92 C -0.152
93 O -0.136
94 H 0.076
95 H 0.074
96 H 0.078
97 H 0.079
98 C -0.162
99 O -0.143



No. 3
Density functional theory data (wB97M-V/def2-TZVPD) for one molecule with the formula C3H7N3S in a non-equilibrium geometry.

XYZ file:
```
14
C3H7N3S, DFT wB97M-V/def2-TZVPD
C 0.31 0.65 1.10
S 0.44 -0.81 0.13
C -0.26 -0.13 -1.42
N -0.62 -1.94 0.44
N 2.28 -1.24 -0.22
C 2.96 -0.16 -0.22
N 3.75 0.71 -0.12
H -0.76 0.93 1.43
H 0.74 0.55 2.00
H 0.87 1.53 0.69
H -1.37 -0.42 -1.20
H 0.05 0.90 -1.44
H 0.35 -0.67 -2.12
H -0.47 -2.47 1.23
```

For the total energy, the calculation gives -18524.849 eV. Its HOMO energy is -8.783 eV. The structure (SMILES) is CS(C)(=N)=NC#N. The calculation puts the energy relative to the best compared isomer or geometry (same formula, charge and spin) at 542.4 kJ/mol.

What are the Löwdin partial charges on each atom? They are as follows, in elementary charge units:
1 C -0.229
2 S 0.873
3 C -0.159
4 N -0.234
5 N -0.103
6 C -0.621
7 N 0.089
8 H 0.120
9 H 0.005
10 H 0.089
11 H 0.108
12 H 0.047
13 H 0.047
14 H -0.032



No. 4
Density functional theory data (wB97M-V/def2-TZVPD) for C6H14O3Pb as an isolated structure in a non-equilibrium geometry.

XYZ file:
```
24
C6H14O3Pb, DFT wB97M-V/def2-TZVPD
C -2.68 0.84 -1.65
O -1.66 0.05 -2.17
C -2.15 2.15 -1.04
O -0.96 1.98 -0.31
C -1.02 1.07 0.87
O 1.64 -0.80 -0.19
C 2.80 -1.00 -0.98
Pb -0.23 -0.10 -0.85
H -3.25 0.30 -0.87
H -3.42 1.12 -2.42
H -2.93 2.62 -0.41
H -1.89 2.85 -1.85
H -2.05 1.08 1.26
H -0.37 1.56 1.61
H 2.54 -0.81 -2.03
H 3.58 -0.30 -0.66
H 3.16 -2.03 -0.88
C 1.79 -0.94 1.30
H 2.84 -1.25 1.42
H 1.77 0.03 1.81
C 0.81 -1.92 1.90
H 0.93 -2.93 1.47
H 0.98 -1.98 2.98
H -0.22 -1.62 1.69
```

For the total energy, the calculation gives -17833.249 eV. Its HOMO energy is -6.391 eV.

What are the Löwdin partial charges on each atom? They are as follows, in elementary charge units:
1 C -0.384
2 O -0.473
3 C -0.237
4 O -0.380
5 C -0.260
6 O -0.548
7 C -0.120
8 Pb 1.442
9 H 0.102
10 H 0.116
11 H 0.128
12 H 0.128
13 H 0.051
14 H 0.050
15 H 0.069
16 H 0.096
17 H 0.096
18 C -0.237
19 H 0.114
20 H 0.114
21 C -0.089
22 H 0.085
23 H 0.088
24 H 0.051